Entry 1:
{
  "formula": "C32H79N4O8S",
  "method": "wB97M-V/def2-TZVPD",
  "elements": ["C", "C", "O", "C", "C", "C", "C", "C", "S", "C", "C", "C", "C", "O", "C", "O", "C", "C", "O", "C", "C", "H", "H", "H", "H", "H", "H", "H", "H", "H", "H", "H", "H", "H", "H", "H", "H", "H", "H", "H", "H", "H", "H", "H", "H", "H", "H", "H", "H", "H", "H", "H", "H", "H", "H", "H", "C", "C", "C", "O", "C", "N", "H", "H", "H", "H", "H", "H", "H", "H", "H", "H", "H", "C", "C", "C", "O", "C", "N", "H", "H", "H", "H", "H", "H", "H", "H", "H", "H", "H", "C", "C", "C", "O", "C", "N", "H", "H", "H", "H", "H", "H", "H", "H", "H", "H", "H", "C", "C", "C", "O", "C", "N", "H", "H", "H", "H", "H", "H", "H", "H", "H", "H", "H"],
  "positions_angstrom": [[-4.081, -0.777, -0.995], [-3.098, -0.640, -2.237], [-3.817, -0.892, -3.450], [-2.969, -1.305, -4.509], [-1.747, -0.363, -4.764], [-0.354, -0.980, -4.406], [0.753, -0.045, -5.048], [1.858, 0.389, -4.037], [1.466, 1.893, -3.052], [-0.252, 2.479, -3.329], [-0.346, 3.983, -2.912], [-1.032, 4.235, -1.535], [-2.338, 3.425, -1.306], [-3.189, 3.487, -2.457], [1.502, 1.301, -1.296], [2.776, 0.739, -1.144], [2.935, 0.217, 0.190], [4.078, 1.047, 0.878], [3.612, 1.609, 2.091], [4.596, 2.532, 2.577], [5.104, 2.135, 4.013], [-5.092, -0.610, -1.410], [-4.023, -1.772, -0.525], [-3.816, 0.030, -0.280], [-2.173, -1.238, -2.121], [-2.815, 0.446, -2.254], [-2.657, -2.372, -4.418], [-3.594, -1.270, -5.427], [-1.716, -0.155, -5.857], [-1.907, 0.618, -4.276], [-0.298, -1.965, -4.912], [-0.196, -1.138, -3.322], [1.269, -0.662, -5.815], [0.272, 0.782, -5.596], [2.796, 0.578, -4.599], [2.102, -0.436, -3.337], [-0.944, 1.804, -2.793], [-0.492, 2.411, -4.405], [-0.834, 4.605, -3.680], [0.696, 4.367, -2.827], [-0.355, 4.114, -0.661], [-1.318, 5.310, -1.522], [-2.055, 2.370, -1.079], [-2.903, 3.792, -0.423], [-3.523, 2.594, -2.552], [1.309, 2.168, -0.632], [0.697, 0.548, -1.129], [3.214, -0.856, 0.165], [1.988, 0.292, 0.770], [4.962, 0.389, 1.036], [4.411, 1.826, 0.153], [4.123, 3.530, 2.676], [5.477, 2.639, 1.913], [4.678, 1.160, 4.329], [4.795, 2.873, 4.780], [6.208, 2.068, 3.961], [2.993, -1.772, 8.987], [3.037, -2.215, 7.529], [4.133, -1.520, 6.702], [3.836, -0.181, 6.335], [4.080, 0.781, 7.348], [1.708, -2.028, 6.936], [2.523, -0.796, 9.113], [2.412, -2.481, 9.578], [3.997, -1.726, 9.415], [3.262, -3.286, 7.523], [4.238, -2.063, 5.758], [5.108, -1.573, 7.203], [4.949, 0.524, 7.958], [3.196, 0.901, 7.978], [4.269, 1.738, 6.861], [1.707, -2.422, 5.999], [1.584, -1.031, 6.779], [6.018, 7.445, -0.889], [6.632, 7.561, 0.503], [6.321, 6.362, 1.418], [5.004, 6.349, 1.948], [4.017, 5.853, 1.066], [6.207, 8.830, 1.104], [4.951, 7.669, -0.894], [6.493, 8.155, -1.569], [6.162, 6.443, -1.300], [7.718, 7.595, 0.376], [6.982, 6.421, 2.287], [6.544, 5.410, 0.920], [4.400, 5.047, 0.433], [3.612, 6.661, 0.451], [3.196, 5.460, 1.670], [6.700, 8.959, 1.984], [5.235, 8.723, 1.384], [-8.209, -3.729, -2.217], [-7.349, -2.938, -3.198], [-7.370, -3.500, -4.631], [-6.588, -4.670, -4.818], [-7.214, -5.873, -4.406], [-5.983, -2.850, -2.670], [-7.733, -4.659, -1.902], [-8.385, -3.142, -1.313], [-9.182, -3.972, -2.651], [-7.761, -1.925, -3.243], [-6.930, -2.748, -5.293], [-8.396, -3.663, -4.983], [-8.292, -5.855, -4.585], [-7.009, -6.069, -3.351], [-6.780, -6.690, -4.984], [-5.431, -2.238, -3.260], [-5.554, -3.764, -2.801], [-4.126, -5.433, 1.092], [-3.187, -5.805, -0.051], [-1.902, -6.517, 0.408], [-0.931, -5.662, 0.991], [-1.164, -5.341, 2.352], [-2.889, -4.598, -0.831], [-3.788, -4.554, 1.641], [-5.119, -5.200, 0.702], [-4.232, -6.259, 1.799], [-3.727, -6.502, -0.699], [-1.420, -6.944, -0.476], [-2.126, -7.356, 1.077], [-1.611, -6.176, 2.898], [-1.796, -4.455, 2.435], [-0.202, -5.104, 2.809], [-2.351, -4.863, -1.653], [-2.236, -4.041, -0.284]],
  "atomic_forces_ev_per_a": [[0.86, 0.29, -1.12], [-1.14, 0.84, 1.17], [1.08, -0.38, 0.37], [-0.09, 0.26, -1.06], [0.08, -0.68, -0.16], [-0.34, 0.94, -0.95], [0.13, -1.20, 0.58], [-0.21, -0.79, -0.83], [0.41, 0.11, 0.06], [-0.56, 0.28, -0.16], [0.65, -0.04, 1.01], [-0.81, 0.67, -0.03], [0.49, -0.10, 0.37], [0.79, -0.23, 0.37], [-0.27, -0.53, -0.03], [-1.04, 0.01, -0.17], [0.91, 0.20, 1.14], [-0.41, -0.70, -0.53], [0.83, 0.17, -0.91], [0.10, 0.69, 1.85], [-0.10, -0.15, -0.54], [0.41, -0.13, 0.50], [-0.15, 0.46, -0.29], [-0.28, -0.61, -0.24], [-0.53, 0.03, -0.22], [0.21, -0.63, -0.05], [-0.02, 0.62, 0.32], [0.18, -0.03, 0.65], [-0.03, -0.12, 0.64], [0.00, -0.60, -0.21], [0.01, 0.44, 0.48], [-0.13, 0.15, -0.45], [-0.13, 0.57, 0.41], [0.44, -0.18, 0.37], [-0.53, 0.47, 0.57], [-0.33, 0.62, -0.20], [0.36, 0.38, -0.20], [0.50, -0.25, 0.51], [0.07, -0.69, 0.19], [-0.65, -0.04, -0.17], [-0.32, -0.19, -0.56], [0.27, -0.58, -0.02], [-0.29, 0.46, -0.14], [0.52, -0.06, -0.40], [-0.48, -0.03, -0.29], [0.18, -0.15, -0.47], [0.32, 0.40, -0.31], [-0.21, 0.62, -0.40], [0.61, 0.13, -0.29], [-0.43, 0.29, 0.15], [-0.36, -0.33, 0.42], [0.17, -0.50, -0.36], [-0.66, -0.25, 0.07], [0.33, 0.50, -0.30], [0.31, -0.31, -0.54], [-0.57, -0.01, 0.43], [0.04, -0.13, 0.19], [-0.08, 0.36, 0.09], [-0.04, -0.22, -0.16], [0.22, -0.10, 0.13], [-0.23, 0.14, -0.18], [0.16, -0.03, -0.22], [0.02, 0.00, -0.08], [-0.01, 0.03, -0.07], [-0.02, 0.02, -0.01], [0.04, 0.02, -0.10], [-0.05, 0.07, -0.03], [-0.04, 0.06, 0.12], [-0.04, -0.07, 0.03], [0.12, 0.02, 0.18], [0.03, -0.07, -0.05], [-0.06, -0.10, 0.06], [-0.07, -0.01, 0.12], [0.11, -0.03, -0.22], [-0.38, 0.02, -0.01], [0.27, 0.12, 0.15], [0.08, -0.29, -0.18], [-0.16, 0.25, 0.25], [0.08, -0.22, 0.19], [0.02, -0.01, 0.09], [-0.03, 0.00, 0.08], [-0.01, 0.01, 0.01], [0.00, -0.05, 0.10], [-0.09, 0.03, 0.04], [-0.09, 0.00, -0.11], [0.05, 0.04, -0.07], [0.00, -0.12, -0.19], [0.06, 0.00, 0.05], [0.08, 0.12, -0.08], [-0.01, 0.09, -0.10], [-0.21, 0.08, 0.10], [0.13, -0.37, 0.09], [0.08, 0.24, -0.06], [-0.25, 0.06, -0.02], [0.32, -0.08, -0.02], [-0.18, -0.12, -0.26], [0.05, 0.02, -0.08], [0.06, -0.01, -0.04], [0.02, -0.02, 0.02], [0.04, 0.00, -0.12], [0.07, -0.05, 0.01], [-0.04, -0.09, 0.09], [-0.01, 0.05, 0.06], [-0.19, -0.06, 0.04], [0.00, 0.08, -0.05], [0.00, 0.16, 0.10], [0.00, -0.01, 0.22], [-0.24, -0.06, 0.01], [0.07, 0.18, 0.33], [0.03, -0.08, -0.27], [-0.15, -0.16, 0.08], [0.21, 0.21, -0.10], [0.21, -0.04, -0.18], [0.07, -0.03, -0.03], [0.07, 0.03, -0.02], [0.02, 0.03, 0.00], [0.11, -0.03, -0.04], [0.06, 0.07, 0.02], [-0.08, 0.07, 0.09], [-0.07, 0.02, -0.03], [-0.12, -0.08, 0.16], [0.01, -0.07, -0.07], [-0.11, -0.02, -0.05], [-0.09, 0.01, 0.06]],
  "lowdin_charge": [-0.05, -0.24, -0.18, -0.20, -0.18, -0.17, -0.22, -0.31, 1.20, -0.32, -0.21, -0.17, -0.26, -0.05, -0.35, -0.21, -0.12, -0.19, -0.15, -0.24, -0.05, 0.07, 0.06, 0.07, 0.11, 0.08, 0.13, 0.13, 0.12, 0.09, 0.12, 0.10, 0.12, 0.10, 0.10, 0.10, 0.07, 0.10, 0.12, 0.10, 0.11, 0.12, 0.10, 0.13, 0.07, 0.12, 0.13, 0.14, 0.13, 0.14, 0.13, 0.10, 0.11, 0.07, 0.07, 0.08, -0.07, -0.43, -0.20, -0.21, -0.10, 0.04, 0.06, 0.08, 0.08, 0.14, 0.12, 0.12, 0.10, 0.08, 0.07, 0.07, 0.07, -0.07, -0.43, -0.20, -0.19, -0.13, 0.04, 0.06, 0.08, 0.07, 0.14, 0.12, 0.12, 0.08, 0.08, 0.08, 0.08, 0.07, -0.07, -0.42, -0.20, -0.19, -0.11, 0.06, 0.06, 0.08, 0.08, 0.14, 0.12, 0.12, 0.09, 0.07, 0.09, 0.04, 0.07, -0.07, -0.43, -0.20, -0.20, -0.11, 0.04, 0.06, 0.07, 0.08, 0.14, 0.12, 0.12, 0.09, 0.07, 0.09, 0.07, 0.06],
  "total_energy_ha": -2485.32143,
  "lumo_ev": -2.4,
  "charge": 1,
  "orbital_gap_ev": 8.009
}



Entry 2:
{
  "formula": "CFLuO4S",
  "method": "wB97M-V/def2-TZVPD",
  "elements": ["S", "F", "O", "O", "C", "O", "O", "Lu"],
  "positions_angstrom": [[1.802, -0.141, -0.093], [1.926, -0.151, 1.596], [1.673, -1.566, -0.431], [0.383, 0.512, -0.248], [-1.333, -0.099, 0.533], [-2.057, 0.426, -0.281], [-1.267, -0.931, 1.375], [-1.128, 1.951, -2.450]],
  "atomic_forces_ev_per_a": [[-1.23, -1.61, 0.42], [-0.29, 0.17, -1.23], [0.35, 1.73, 0.39], [0.63, 0.16, 0.08], [-1.57, -2.88, 0.37], [0.87, 1.28, -0.43], [1.03, 2.26, -1.19], [0.21, -1.10, 1.59]],
  "lowdin_charge": [0.79, -0.36, -0.45, -0.68, -0.51, -0.17, 0.18, 1.19],
  "total_energy_ha": -2072.55798,
  "lumo_ev": -1.1,
  "charge": 0,
  "e_above_lowest_kcal_mol": 26.25,
  "orbital_gap_ev": 7.624
}



Entry 3:
{
  "formula": "C6H11O",
  "method": "wB97M-V/def2-TZVPD",
  "elements": ["C", "C", "C", "C", "C", "C", "O", "H", "H", "H", "H", "H", "H", "H", "H", "H", "H", "H"],
  "positions_angstrom": [[1.529, 1.124, 0.184], [0.386, 1.154, -0.803], [1.733, -0.396, 0.559], [-0.183, -0.203, -0.716], [-1.201, -0.845, -1.484], [-1.145, -2.166, -1.637], [0.466, -0.881, 0.180], [2.439, 1.671, -0.165], [1.282, 1.777, 1.098], [-0.286, 2.011, -0.731], [0.781, 1.453, -1.778], [2.546, -0.962, 0.067], [1.897, -0.385, 1.659], [-1.662, 0.730, 1.842], [-2.074, -0.367, -1.820], [-0.351, -2.660, -1.215], [-1.817, -2.589, -2.352], [-1.459, 0.828, 2.611]],
  "atomic_forces_ev_per_a": [[1.51, 1.82, 1.73], [0.61, 0.85, -0.84], [1.14, 3.25, 0.95], [1.03, 0.52, 0.83], [-0.12, -0.53, 1.30], [-0.72, 1.41, -1.17], [-1.77, -2.08, -1.05], [-0.62, -0.90, -0.14], [0.07, -1.46, -1.00], [-0.63, -0.40, 0.70], [-0.05, -0.93, -0.57], [-0.67, 0.35, -0.04], [-0.52, -0.83, -0.79], [0.43, 0.22, 1.71], [-0.46, 1.32, -0.75], [1.57, -1.68, 0.75], [-0.37, -0.74, 0.10], [-0.43, -0.22, -1.73]],
  "lowdin_charge": [-0.13, -0.09, -0.07, -0.17, -0.02, 0.19, 0.05, 0.14, 0.14, 0.15, 0.15, 0.15, 0.15, 0.02, 0.12, 0.07, 0.10, 0.05],
  "total_energy_ha": -310.09317,
  "lumo_ev": -5.7,
  "charge": 1,
  "e_above_lowest_kcal_mol": 32.54,
  "orbital_gap_ev": 10.078
}



Entry 4:
{
  "formula": "C20H22ClCrN3O6S2Se",
  "method": "wB97M-V/def2-TZVPD",
  "elements": ["Cr", "S", "C", "N", "C", "C", "C", "C", "C", "C", "S", "H", "H", "H", "H", "O", "Se", "O", "O", "O", "Cl", "C", "C", "C", "C", "C", "C", "C", "O", "O", "H", "H", "H", "H", "C", "C", "N", "C", "C", "C", "C", "N", "H", "H", "H", "H", "H", "H", "H", "H", "H", "H", "H", "H", "H", "H"],
  "positions_angstrom": [[11.489, 11.410, 7.536], [10.636, 11.191, 11.192], [10.244, 10.045, 10.092], [10.772, 9.845, 8.848], [10.330, 8.666, 8.258], [10.843, 8.086, 7.084], [10.353, 6.862, 6.690], [9.375, 6.174, 7.437], [8.848, 6.761, 8.576], [9.261, 8.027, 8.974], [8.809, 8.953, 10.349], [11.618, 8.629, 6.535], [10.734, 6.466, 5.718], [9.061, 5.139, 7.146], [8.090, 6.261, 9.216], [12.124, 12.785, 6.204], [11.028, 12.208, 5.031], [11.738, 11.943, 3.611], [10.487, 10.781, 6.015], [9.633, 13.132, 4.799], [19.682, 9.411, 8.158], [18.002, 9.536, 8.052], [17.331, 9.694, 6.801], [15.950, 9.880, 6.813], [15.260, 10.111, 8.016], [15.951, 10.006, 9.265], [17.263, 9.583, 9.271], [13.849, 10.630, 7.969], [13.431, 11.568, 8.717], [13.035, 10.131, 7.057], [17.864, 9.393, 5.901], [15.446, 9.982, 5.868], [15.447, 10.228, 10.195], [17.822, 9.321, 10.201], [7.392, 13.081, 7.171], [7.749, 14.131, 8.204], [9.045, 14.745, 8.114], [9.108, 16.225, 7.907], [9.044, 16.993, 9.221], [10.184, 14.021, 8.271], [11.474, 14.761, 8.382], [10.140, 12.716, 8.362], [6.360, 13.157, 6.792], [7.444, 12.075, 7.686], [8.081, 13.174, 6.303], [7.618, 13.847, 9.217], [7.054, 14.946, 8.095], [8.256, 16.398, 7.223], [9.989, 16.440, 7.248], [8.063, 16.838, 9.637], [9.239, 18.040, 9.110], [9.843, 16.621, 9.912], [11.488, 15.464, 7.544], [12.296, 14.069, 8.325], [11.576, 15.207, 9.361], [9.315, 12.318, 8.841]],
  "atomic_forces_ev_per_a": [[1.19, -1.25, 1.48], [0.17, 0.53, 0.62], [-0.69, -0.44, -1.83], [-0.19, 0.51, 0.60], [-1.00, -0.45, 0.45], [0.01, 0.68, 0.60], [-0.11, -0.64, -0.92], [0.19, -0.70, -0.46], [-0.93, -0.18, 0.77], [1.43, -0.17, -1.41], [0.94, 0.34, 0.33], [-0.44, -0.47, 0.18], [-0.37, 0.05, 1.02], [0.25, 1.15, 0.22], [0.57, 0.15, -0.71], [-0.98, -0.63, -0.14], [-3.21, 0.28, -0.51], [0.14, -0.41, 0.72], [1.08, 2.40, -1.11], [2.49, -1.13, 0.83], [1.21, -0.40, -0.16], [-2.88, 0.49, -0.15], [0.57, -1.35, 1.73], [0.19, 0.50, 0.64], [0.69, 0.51, 0.78], [-0.75, -0.30, -1.41], [1.60, 0.04, -0.38], [-1.86, 0.03, -1.21], [0.19, -1.11, -0.92], [1.57, 1.32, 1.71], [-0.07, 0.64, 0.02], [-0.36, -0.11, -0.08], [-0.20, -0.13, -0.07], [-0.65, 0.57, -0.76], [0.26, -1.45, 0.15], [-0.79, 0.92, -0.56], [1.90, 0.91, 0.01], [0.10, -1.00, -1.24], [1.09, -0.89, 0.00], [-1.34, -0.29, 0.11], [-0.06, -0.39, -1.17], [0.26, -0.16, 0.79], [0.30, 0.31, 0.31], [0.20, 0.82, -1.11], [-0.34, -0.52, 0.55], [-0.28, -0.92, 1.08], [-0.34, 0.51, -0.06], [0.22, 0.36, 0.59], [-0.72, 0.02, 0.95], [-0.28, 0.03, 0.50], [-0.11, 0.69, -0.28], [-0.86, 0.14, -0.46], [0.72, 0.06, 0.51], [0.24, -0.26, -0.32], [-0.35, 0.49, 0.16], [0.37, 0.32, -0.99]],
  "mulliken_spin": [3.10, 0.01, 0.00, -0.01, 0.01, -0.01, 0.00, 0.00, 0.00, 0.00, 0.00, 0.00, 0.00, 0.00, 0.00, -0.01, 0.00, 0.01, -0.01, 0.01, 0.00, 0.00, 0.00, 0.00, -0.01, 0.00, 0.00, -0.01, -0.01, -0.03, 0.00, 0.00, 0.00, 0.00, 0.00, 0.00, 0.01, 0.00, 0.00, -0.01, 0.01, -0.05, 0.00, 0.00, 0.00, 0.00, 0.00, 0.00, 0.00, 0.00, 0.00, 0.00, 0.00, 0.00, 0.00, 0.01],
  "spin_multiplicity": 4,
  "total_energy_ha": -6093.61941,
  "s2": 3.7757,
  "lumo_ev": [2.4, 2.4],
  "charge": -1,
  "e_above_lowest_kcal_mol": 21.95,
  "orbital_gap_ev": [7.037, 7.071]
}



Entry 5:
{
  "formula": "C4H7O2P",
  "method": "wB97M-V/def2-TZVPD",
  "elements": ["C", "C", "C", "C", "O", "P", "O", "H", "H", "H", "H", "H", "H", "H"],
  "positions_angstrom": [[-0.936, -1.594, -0.082], [0.271, -0.699, -0.208], [0.204, 0.609, -0.105], [-0.916, 1.547, -0.198], [1.605, 1.228, 0.026], [2.630, -0.058, 0.253], [1.548, -1.261, -0.304], [-0.710, -2.129, -0.979], [-1.778, -0.922, -0.220], [-1.069, -2.199, 0.814], [-1.515, 1.196, -1.030], [-0.405, 2.587, -0.375], [-1.511, 1.783, 0.681], [2.583, -0.088, 1.726]],
  "atomic_forces_ev_per_a": [[1.17, 1.17, -1.13], [-0.09, -0.38, 1.84], [2.95, 1.15, 1.00], [1.30, 2.60, -0.28], [-2.20, -1.67, -0.58], [0.14, 0.15, -0.48], [-0.02, 1.16, 1.12], [-1.10, -1.52, -0.52], [-0.34, -0.37, -0.06], [0.47, 0.08, -0.11], [-0.44, 0.61, -0.11], [-1.12, -1.84, -0.36], [-0.05, -0.68, 0.25], [-0.66, -0.46, -0.58]],
  "lowdin_charge": [0.01, -0.39, -0.28, -0.04, -0.38, 0.91, -0.30, 0.08, 0.07, 0.09, 0.08, 0.13, 0.08, -0.05],
  "smiles": "CC1=C(C)OPO1",
  "total_energy_ha": -648.40681,
  "lumo_ev": 0.9,
  "charge": 0,
  "e_above_lowest_kcal_mol": 34.99,
  "orbital_gap_ev": 9.399
}



Which formula does entry 4 have? C20H22ClCrN3O6S2Se